(1)
117
Properties=species:S:1:pos:R:3:forces:R:3:mulliken_charge:R:1 method="wB97M-V/def2-TZVPD" smiles="CCCCc1cc2nc(CCF)c(P(O)(O)=S)nc2cc1CCCC(=O)OCC.O=S1(=O)CCCC1.O=S1(=O)CCCC1.O=S1(=O)CCCC1.O=S1(=O)CCCC1" homo_lumo_gap_ev=7.539 e_tot_ha=-4852.212058 multiplicity=1 max_force_ev_per_a=4.17
C 5.67424 -3.18315 3.22949 0.317 0.586 1.454 -0.444
C 4.53594 -3.90271 4.05148 -0.173 -0.956 -1.012 -0.658
C 3.10677 -3.21921 3.97340 0.414 0.063 0.928 -0.515
C 3.10773 -1.62122 3.96559 -1.220 0.041 -0.474 -1.054
C 2.36612 -1.14633 2.66001 -2.482 0.601 -0.934 0.737
C 0.90038 -1.30555 2.66258 1.813 0.882 -1.212 -0.417
C 0.00341 -0.88911 1.51220 2.169 -0.491 1.653 0.885
N -1.36474 -1.06981 1.67711 1.123 1.766 -3.607 -0.630
C -2.01751 -0.61057 0.56477 -0.721 -0.070 -0.245 0.147
C -3.59879 -0.70359 0.62910 0.880 -0.724 0.718 0.412
C -4.11855 0.28530 1.74876 0.700 -0.899 0.162 -0.292
F -5.44016 0.70805 1.49352 1.343 -0.168 0.165 -0.324
C -1.37032 -0.04444 -0.66257 0.091 -0.362 1.705 0.008
P -2.38120 0.52797 -2.15216 1.497 0.806 -2.404 0.476
O -3.40840 -0.65765 -2.71749 0.427 1.021 1.790 -0.400
O -3.20680 1.95138 -1.84590 0.221 -2.301 -0.006 -0.492
S -1.14796 0.93515 -3.61513 -0.390 -0.073 0.509 -0.393
N -0.01778 0.11378 -0.79302 -2.018 -0.975 2.256 -0.334
C 0.66570 -0.30299 0.33400 1.965 -0.088 -0.051 -0.648
C 2.21699 -0.14324 0.31133 -0.857 -1.151 2.097 -0.768
C 3.04154 -0.54999 1.43303 -1.991 0.063 -0.515 0.900
C 4.60050 -0.40754 1.38232 -0.772 0.227 -0.776 -0.289
C 5.10305 0.98946 0.84287 0.749 0.342 0.764 -0.118
C 6.65229 1.10157 1.24358 -0.034 0.276 -0.690 0.036
C 7.62259 1.11324 0.01503 0.520 -0.916 0.456 0.127
O 8.55946 0.33442 -0.00999 -0.889 1.114 -0.114 -0.568
O 7.42122 2.03988 -1.00598 0.679 0.023 2.087 -0.287
C 8.70713 2.56714 -1.48276 0.030 -0.662 -1.676 -0.332
C 9.10554 1.68281 -2.76246 -0.177 0.696 1.263 -0.829
H 5.37921 -2.86668 2.19639 0.216 -0.643 0.908 0.141
H 5.94164 -2.23851 3.80318 -0.154 -0.942 -0.833 -0.034
H 6.62553 -3.79678 3.23603 -1.187 0.578 -0.268 0.411
H 4.41651 -4.93447 3.58858 0.051 1.063 0.632 0.293
H 4.84350 -4.10920 5.12212 -0.229 0.595 -1.206 0.332
H 2.51713 -3.58779 3.08734 0.739 0.332 0.897 0.366
H 2.55416 -3.53031 4.91416 0.461 0.194 -1.223 0.242
H 2.45225 -1.27371 4.82178 0.831 -0.290 -0.957 0.452
H 4.10973 -1.14765 4.11931 -0.896 -0.542 -0.334 0.267
H 0.40221 -1.73303 3.57792 0.548 0.553 -1.163 0.297
H -4.08945 -0.59096 -0.37100 0.396 0.269 1.006 -0.334
H -3.81160 -1.75674 0.98324 0.101 1.092 -0.552 0.336
H -4.09637 -0.26821 2.73617 -0.239 0.697 -1.095 0.289
H -3.37281 1.12030 1.84562 -1.230 -0.219 -0.244 0.191
H -3.08034 -1.56018 -2.53175 -0.152 0.437 -0.068 0.320
H -3.11240 2.43683 -2.69780 0.050 -0.323 0.551 0.324
H 2.68446 0.30306 -0.61114 -0.734 -0.563 1.089 0.254
H 4.95891 -1.18617 0.63764 -0.171 0.718 1.048 0.405
H 5.06782 -0.60024 2.38765 -0.660 0.184 -1.145 -0.422
H 4.98527 1.09952 -0.26975 0.054 -0.198 1.081 0.543
H 4.58265 1.86397 1.33565 0.252 -1.169 -0.486 -0.110
H 6.97531 0.23801 1.89551 -0.328 0.950 -0.892 0.157
H 6.86718 2.02928 1.85576 -0.348 -0.858 -0.798 -0.010
H 9.49759 2.54630 -0.68931 -0.909 -0.126 -0.612 0.309
H 8.49688 3.62442 -1.79603 0.189 -1.005 0.431 0.295
H 8.67617 0.65766 -2.58382 0.578 1.101 -0.384 0.245
H 8.63371 2.18386 -3.64728 0.662 -0.762 0.577 0.279
H 10.22536 1.61829 -2.82013 -1.106 0.076 -0.301 0.285
O 0.72251 2.67632 4.28916 0.298 -0.093 0.117 -0.719
S 1.80877 2.98893 3.39379 -0.006 -0.169 -0.383 1.104
O 3.13954 2.45174 3.58089 -0.116 -0.066 0.316 -0.400
C 1.27850 2.65590 1.71968 -0.164 0.324 -0.254 0.426
C 0.64325 3.96884 1.26868 -0.148 0.002 -0.006 -0.866
C 1.56966 5.07994 1.76596 0.053 0.068 -0.176 -0.702
C 1.91371 4.76916 3.22340 0.079 0.547 -0.046 -0.642
H 0.59188 1.81249 1.71022 0.107 0.010 0.186 -0.295
H 2.16337 2.42438 1.12553 -0.026 -0.032 0.109 0.017
H 0.52058 3.99926 0.18512 -0.019 -0.040 0.063 0.371
H -0.34436 4.08322 1.72549 0.027 -0.054 -0.050 0.365
H 2.48315 5.08895 1.16404 -0.049 -0.017 0.034 0.298
H 1.10737 6.06391 1.67294 0.048 -0.055 0.016 0.376
H 2.92081 5.09691 3.47868 -0.067 -0.140 0.141 0.209
H 1.19301 5.21575 3.90887 0.031 -0.158 0.030 0.390
O 7.87473 1.39848 6.96457 0.040 -0.202 -0.190 -0.699
S 7.50799 1.77273 5.62122 -0.289 0.136 -0.043 1.034
O 7.35891 0.79891 4.56658 0.102 -0.217 0.205 -0.524
C 6.03202 2.77598 5.69429 -0.260 0.313 -0.014 -0.259
C 6.55214 4.19930 5.85663 0.077 0.043 0.081 -0.718
C 7.73465 4.32315 4.89104 -0.060 0.123 -0.070 -0.579
C 8.60683 3.07702 5.07073 0.300 0.414 -0.213 -0.721
H 5.40325 2.45052 6.52140 0.087 -0.163 -0.067 0.476
H 5.49998 2.65649 4.74802 -0.007 -0.081 0.070 -0.002
H 5.77596 4.93561 5.64324 0.026 -0.052 0.027 0.345
H 6.89581 4.35770 6.88306 -0.055 -0.009 -0.038 0.329
H 7.36189 4.36693 3.86326 0.005 -0.014 0.057 0.235
H 8.30858 5.23383 5.06978 -0.013 -0.066 -0.033 0.351
H 9.08103 2.77832 4.13648 0.004 -0.167 0.140 0.339
H 9.36440 3.22608 5.84037 -0.082 -0.134 0.010 0.403
O -7.98571 -3.33147 -1.70375 0.269 -0.168 0.095 -0.680
S -6.91137 -3.02382 -2.61689 0.059 0.102 -0.277 1.196
O -5.57716 -3.55522 -2.44400 -0.137 -0.070 0.326 -0.673
C -7.46250 -3.37567 -4.27856 -0.194 0.031 -0.364 -0.813
C -8.11388 -2.07801 -4.74293 0.152 0.104 0.121 -0.207
C -7.18502 -0.95635 -4.26990 0.030 0.001 -0.062 -1.059
C -6.81856 -1.24702 -2.81133 0.054 0.580 -0.070 0.123
H -8.14781 -4.22225 -4.27043 0.122 -0.041 0.175 0.395
H -6.58171 -3.61037 -4.87888 -0.008 -0.016 0.096 0.373
H -8.24897 -2.06281 -5.81918 0.044 -0.004 0.169 0.340
H -9.09785 -1.96432 -4.27659 0.020 -0.025 -0.043 0.193
H -6.27899 -0.95134 -4.88307 -0.042 -0.011 0.043 0.326
H -7.65299 0.02411 -4.36983 0.040 -0.060 0.020 0.415
H -5.80975 -0.91114 -2.57490 -0.068 -0.140 0.115 -0.283
H -7.53208 -0.79417 -2.12224 0.017 -0.174 0.031 0.394
O -9.74842 -2.17679 -7.21512 -0.189 0.170 -0.177 -0.698
S -11.12667 -2.35416 -6.83009 -0.548 0.005 -0.066 1.209
O -11.82606 -1.39479 -6.01183 0.421 0.088 -0.024 -0.706
C -12.08498 -2.66595 -8.30379 -0.178 -0.206 -0.387 -0.745
C -12.02737 -4.17939 -8.47678 0.076 -0.100 -0.005 -0.565
C -12.22524 -4.76640 -7.07558 -0.129 -0.087 -0.055 -0.715
C -11.31711 -3.98782 -6.11904 -0.075 -0.497 0.194 -0.475
H -11.66026 -2.12025 -9.14488 0.053 0.102 0.159 0.396
H -13.10582 -2.33004 -8.11429 0.087 0.043 0.053 0.347
H -12.78804 -4.53162 -9.17468 0.056 0.030 0.027 0.350
H -11.04855 -4.47477 -8.86579 -0.057 0.047 -0.019 0.288
H -13.26926 -4.64359 -6.77384 0.066 0.008 -0.015 0.308
H -12.00074 -5.83375 -7.04941 -0.014 0.072 0.028 0.333
H -11.75751 -3.89973 -5.12666 0.154 0.157 -0.029 0.426
H -10.32816 -4.44182 -6.04760 -0.003 0.137 -0.029 0.206

(2)
61
Properties=species:S:1:pos:R:3:forces:R:3:mulliken_charge:R:1 method="wB97M-V/def2-TZVPD" charge=+1 homo_lumo_gap_ev="6.910 / 6.629" e_tot_ha=-5445.387173 multiplicity=4 max_force_ev_per_a=3.15
Cr -0.01320 1.39118 0.82505 -1.329 -1.289 0.590 0.320
C -1.08438 4.37593 0.07704 -0.512 0.236 1.012 -1.222
N -1.44614 2.94539 -0.10637 -0.627 0.176 -0.254 1.158
C -1.57533 2.78526 -1.57169 1.392 -1.173 0.559 -1.544
C -2.78798 2.67131 0.48010 -0.369 -0.378 0.772 -0.886
C -3.08643 1.14968 0.56872 0.407 0.216 0.270 -0.892
N -1.97773 0.32982 1.18350 -0.270 0.841 0.085 0.787
C -2.11758 0.43287 2.66777 1.292 -0.606 0.680 -1.091
C -2.15708 -1.12799 0.79353 0.367 0.647 0.280 -0.853
H -1.81507 5.05737 -0.42519 0.475 -0.616 0.287 0.362
H -0.09448 4.52908 -0.33308 0.147 0.146 -0.071 0.353
H -1.08845 4.61535 1.15937 0.102 -0.112 -0.622 0.321
H -2.13872 3.58485 -2.01141 -0.422 0.345 -0.228 0.439
H -2.01260 1.80617 -1.75484 -0.063 0.278 -0.406 0.421
H -0.54056 2.78668 -1.92199 -0.272 0.055 -0.584 0.383
H -3.62825 3.14147 -0.10578 0.909 -0.246 0.400 0.297
H -2.78891 3.11703 1.48475 -0.080 -0.147 -0.219 0.430
H -3.22230 0.76818 -0.44392 -0.363 -0.058 0.127 0.395
H -3.99707 1.00190 1.19148 0.328 0.057 -0.716 0.416
H -3.05813 0.00305 3.03942 -0.096 0.377 -0.403 0.463
H -1.92581 1.46169 3.05516 -0.483 -0.983 -0.447 0.322
H -1.33106 -0.23731 3.08527 -0.391 0.653 -0.120 0.215
H -2.98100 -1.50381 1.41422 0.006 -0.127 -0.438 0.392
H -1.23057 -1.71396 1.01356 -0.755 0.639 -0.360 -0.021
H -2.40956 -1.13558 -0.28148 0.038 -0.532 0.738 0.608
O 1.13952 -2.71045 -6.16053 0.101 0.188 0.873 -0.500
C 0.10257 -1.78052 -5.91503 -1.527 0.013 -0.963 -0.555
N -0.84665 -2.16679 -4.86672 -0.321 -0.580 0.462 -0.162
C -1.06271 -1.70812 -3.58900 0.042 0.137 0.537 0.087
O -2.07497 -1.95952 -2.94000 0.592 -0.007 -0.952 -0.648
C 0.02758 -0.93186 -2.87957 -0.923 -0.147 -0.003 0.043
C 1.36640 -1.10276 -3.16239 0.243 0.951 1.154 0.023
C 2.27705 -0.41884 -2.34018 -0.299 0.450 0.318 -1.041
C 1.81467 0.35733 -1.26090 -0.511 -1.110 -0.592 -0.679
N 0.47312 0.39144 -0.93815 0.820 0.799 -0.460 0.846
C -0.40481 -0.19445 -1.75888 0.753 -0.676 -0.343 -0.151
H 0.94188 -3.54586 -5.70822 0.004 0.302 -0.211 0.355
H -0.50198 -1.74065 -6.87015 0.549 0.235 1.012 0.328
H 0.47287 -0.75860 -5.70149 0.134 -0.720 -0.082 0.411
H -1.53697 -2.89202 -5.08134 0.271 0.537 -0.274 0.277
H 1.70667 -1.74455 -3.95541 0.102 -0.088 -0.195 0.627
H 3.34000 -0.49477 -2.56677 -0.242 0.156 0.309 0.455
H 2.51183 0.89487 -0.60993 -0.455 -0.207 -0.187 0.434
H -1.48274 -0.20424 -1.53654 0.921 0.200 -0.096 0.045
Br 4.49741 -5.04010 3.46176 0.243 -0.237 0.580 -0.165
C 3.65652 -3.40809 3.85934 -0.288 1.541 -0.415 -0.142
C 4.08986 -2.46189 4.80835 0.686 -1.138 0.632 -0.140
C 3.52615 -1.19446 4.85182 0.326 0.324 0.377 -0.719
C 2.59304 -0.79225 3.89440 0.355 0.655 -0.263 0.092
C 2.20496 -1.68069 2.88029 -0.002 -1.136 1.015 0.128
C 2.69094 -3.02705 2.93895 -0.093 1.130 -0.671 -0.454
C 1.21180 -1.30705 1.80922 0.026 -1.244 -0.944 0.111
O 0.79439 -2.16002 1.00298 0.569 1.670 1.109 -0.706
O 0.88999 -0.03810 1.83653 -0.484 0.893 -0.446 0.216
H 4.89408 -2.74250 5.52841 -0.768 0.286 -0.673 0.348
H 3.88930 -0.47734 5.62622 -0.428 -0.685 -0.776 0.352
H 2.30145 0.28100 3.91317 -0.123 -1.082 -0.201 0.148
H 2.44780 -3.73629 2.14807 -0.290 0.360 0.194 0.473
O -0.25049 2.62775 2.69694 1.229 -0.104 -0.516 -0.545
S 1.20265 3.05246 2.46271 -0.138 -0.971 -2.996 0.420
N 1.60519 2.57936 1.03884 -0.505 0.907 2.755 -0.185

(3)
22
Properties=species:S:1:pos:R:3:forces:R:3:mulliken_charge:R:1 method="wB97M-V/def2-TZVPD" smiles=CCSSCC.O.O homo_lumo_gap_ev=8.988 e_tot_ha=-1107.584053 multiplicity=1 max_force_ev_per_a=4.70
C 0.61230 2.31717 0.18990 0.383 -1.490 1.899 -0.824
C 1.73817 1.69461 -0.71192 -2.998 1.718 0.526 -0.394
S 1.52110 -0.07866 -0.99343 3.995 0.050 2.467 -0.088
S 0.10407 -0.91700 -1.91617 -3.900 -0.474 -2.238 -0.099
C -1.33564 -1.23471 -0.74041 0.351 -1.644 -0.785 -0.362
C -0.76581 -1.84790 0.48800 -0.708 -0.392 0.883 -1.243
H -0.03218 1.55725 0.73852 1.037 0.493 -0.858 -0.111
H -0.10308 2.81072 -0.36864 -1.386 1.140 -1.431 0.368
H 0.95353 3.05513 0.94763 0.202 -0.431 -0.492 0.439
H 2.64408 1.86545 -0.16584 0.846 -0.719 -0.084 0.259
H 1.71984 2.33778 -1.58824 0.415 -0.375 -0.415 0.338
H -1.91164 -0.40579 -0.47617 -0.453 1.897 0.165 0.334
H -2.17136 -1.92980 -1.14727 1.984 0.788 -0.177 0.330
H -0.09303 -2.65679 0.32914 0.337 -0.837 -0.350 0.453
H -1.61637 -2.12879 1.05807 -0.833 -1.085 0.493 0.398
H -0.32629 -1.23598 1.23926 0.877 1.238 -0.107 0.231
O -0.21486 0.79959 3.04924 3.231 0.686 -1.946 -0.747
H 0.57116 0.14062 3.11066 -1.919 1.751 -0.202 0.349
H 0.12519 1.51770 2.33787 -1.051 -2.519 2.563 0.339
O -2.58950 -0.07521 1.96529 -1.516 -0.704 1.152 -0.625
H -1.70898 0.06073 2.33137 0.316 0.264 0.243 0.341
H -3.11282 -0.42766 2.73760 0.790 0.645 -1.307 0.313